This record from OMol25 describes a 3-piece molecular cluster, C16H39B2Br2N3O5 overall at a distorted geometry. The level of theory is the ωB97M-V functional and the def2-TZVPD basis.

Positions of all 67 atoms, in Å:
C -0.13 -0.58 2.41
B -0.19 -2.00 1.57
B 0.03 -3.40 2.43
N -0.50 -3.44 3.85
O 0.71 -4.58 1.97
C -0.42 -1.86 -0.02
Br 1.10 -0.99 -0.99
C -1.54 -2.28 -0.73
C -1.75 -2.09 -2.30
Br -3.01 -3.17 0.25
H -1.07 -0.39 3.00
H 0.11 0.26 1.67
H 0.76 -0.70 3.12
H -0.47 -4.42 4.18
H -1.48 -3.14 3.88
H 0.13 -5.37 2.04
H -2.82 -1.75 -2.54
H -1.08 -1.27 -2.73
H -1.48 -3.04 -2.88
C 3.80 1.37 0.33
O 4.41 0.53 1.29
C 4.22 -0.87 1.05
C 5.53 -1.53 0.62
N 5.92 -1.10 -0.72
C 7.29 -1.48 -1.08
C 8.44 -0.90 -0.24
O 8.61 0.51 -0.39
C 7.77 1.30 0.44
H 3.85 2.39 0.70
H 4.34 1.32 -0.62
H 2.75 1.10 0.18
H 3.42 -1.05 0.32
H 3.91 -1.31 2.00
H 5.40 -2.61 0.63
H 6.29 -1.27 1.36
H 5.85 -0.09 -0.78
H 7.44 -1.16 -2.12
H 7.37 -2.57 -1.08
H 9.37 -1.35 -0.61
H 8.38 -1.17 0.82
H 7.55 0.82 1.39
H 6.84 1.54 -0.09
H 8.28 2.24 0.63
C -3.75 0.26 0.23
O -4.59 0.12 -0.91
C -5.96 -0.07 -0.58
C -6.78 1.16 -0.95
N -6.48 2.29 -0.07
C -7.02 3.57 -0.53
C -6.52 4.11 -1.87
O -5.15 4.51 -1.86
C -4.23 3.45 -2.08
H -2.71 0.21 -0.11
H -3.91 1.22 0.72
H -3.92 -0.56 0.94
H -6.10 -0.35 0.47
H -6.31 -0.91 -1.19
H -7.85 0.92 -0.88
H -6.56 1.41 -2.00
H -5.48 2.38 0.01
H -6.78 4.30 0.24
H -8.12 3.50 -0.56
H -7.08 5.03 -2.08
H -6.72 3.44 -2.71
H -4.63 2.68 -2.75
H -3.92 3.01 -1.13
H -3.33 3.87 -2.54

SMILES string = CB(B(N)O)/C(Br)=C(/C)Br.COCCNCCOC.COCCNCCOC
Frontier orbital gap = 7.873 eV
E = -173367.4462 eV
Strongest force on any atom = 0.05972 Eh/bohr

The natural (NBO) scheme yields these atomic charges, measured in e:
1. C -1.009
2. B 0.587
3. B 0.743
4. N -1.059
5. O -0.918
6. C -0.392
7. Br 0.037
8. C -0.065
9. C -0.681
10. Br 0.042
11. H 0.259
12. H 0.231
13. H 0.252
14. H 0.374
15. H 0.385
16. H 0.493
17. H 0.246
18. H 0.244
19. H 0.239
20. C -0.247
21. O -0.556
22. C -0.080
23. C -0.243
24. N -0.625
25. C -0.249
26. C -0.086
27. O -0.546
28. C -0.246
29. H 0.192
30. H 0.156
31. H 0.175
32. H 0.187
33. H 0.182
34. H 0.194
35. H 0.167
36. H 0.351
37. H 0.203
38. H 0.191
39. H 0.190
40. H 0.163
41. H 0.174
42. H 0.158
43. H 0.188
44. C -0.248
45. O -0.561
46. C -0.069
47. C -0.243
48. N -0.626
49. C -0.249
50. C -0.086
51. O -0.545
52. C -0.246
53. H 0.194
54. H 0.159
55. H 0.176
56. H 0.179
57. H 0.185
58. H 0.192
59. H 0.168
60. H 0.352
61. H 0.205
62. H 0.191
63. H 0.191
64. H 0.162
65. H 0.173
66. H 0.158
67. H 0.189

***

This record from OMol25 describes a 40-piece molecular cluster, H80O40 overall at a distorted geometry. The level of theory is the ωB97M-V functional and the def2-TZVPD basis.

Positions of all 120 atoms, in Å:
H 3.89 -0.69 -3.05
H 2.39 -1.45 -3.10
O 3.12 -1.15 -2.62
H -6.01 -2.60 0.94
H -4.57 -2.36 0.85
O -5.45 -1.82 0.83
H 0.26 2.23 -2.60
H 1.57 2.71 -1.87
O 1.33 2.38 -2.73
H 3.91 -1.77 -1.04
H 3.34 -2.38 0.21
O 3.86 -1.71 -0.11
H -1.21 -6.24 1.16
H 0.27 -6.51 1.70
O -0.32 -5.98 1.19
H 3.36 1.94 4.07
O 2.69 2.26 3.50
H 0.66 -6.19 -0.50
O 1.05 -6.10 -1.41
H 2.70 -3.47 -2.24
H 2.23 -3.87 -3.51
O 2.00 -4.01 -2.54
H -0.49 -1.14 6.80
H 0.08 -1.90 5.50
O -0.09 -1.99 6.42
H 4.37 -4.37 -0.41
H 2.91 -4.84 -0.40
O 3.52 -4.19 0.03
H -4.57 -0.21 0.92
H -4.74 1.09 1.27
O -4.38 0.67 0.51
H -4.94 -0.39 4.38
O -4.59 -1.23 4.06
H -1.01 -3.35 3.65
H -1.34 -3.99 2.17
O -1.11 -4.14 3.13
H -3.64 3.20 3.15
H -4.63 3.18 1.94
O -4.48 2.84 2.81
H -0.12 2.12 -6.52
H -0.96 0.98 -6.46
O -0.78 1.79 -5.93
H -4.70 1.21 -2.08
H -3.23 0.69 -2.44
O -4.17 0.61 -2.64
H -3.52 -0.30 -4.46
H -2.31 -1.40 -4.78
O -3.04 -0.83 -5.14
H -0.33 -2.20 -1.63
H -1.81 -1.64 -1.37
O -1.08 -2.30 -1.14
H 2.29 2.93 -5.58
O 3.01 2.63 -5.09
H -2.31 3.56 -3.96
H -0.92 2.86 -4.20
O -1.31 3.61 -3.71
H -2.21 -3.10 0.10
O -1.75 -3.94 0.56
H 4.72 0.29 -1.41
H 5.84 -0.73 -1.73
O 5.38 0.07 -2.08
H -4.04 -4.63 -0.48
H -3.43 -3.61 -1.33
O -4.27 -3.88 -0.93
H -0.04 -0.02 -3.99
H 0.81 -0.07 -2.83
O -0.02 0.30 -3.10
H -2.07 0.59 5.92
H -1.86 1.55 4.74
O -1.96 0.56 4.93
H 1.84 4.13 3.91
H 0.51 3.25 3.86
O 1.05 3.89 3.49
H 2.58 -3.09 2.06
H 1.36 -2.66 2.89
O 1.71 -2.75 1.96
H 0.41 6.66 1.64
H 1.10 5.45 1.87
O 0.25 5.76 1.49
H 1.71 -0.16 6.69
H 1.75 1.34 6.54
O 1.09 0.65 6.43
H -1.84 4.58 1.40
H -1.70 5.83 1.95
O -2.37 5.23 1.97
H -4.67 3.80 0.33
H -4.14 5.08 1.03
O -4.54 4.72 0.21
H 3.58 0.20 0.75
O 3.41 0.25 1.75
H 1.20 3.48 1.13
H 0.60 4.49 0.06
O 1.02 3.65 0.18
H 2.66 2.18 -4.31
H 2.35 1.79 2.81
H -0.82 -3.72 0.28
H 0.45 -5.63 -1.99
H -3.58 -1.23 4.10
H 3.42 -0.66 1.97
O -1.96 -0.29 0.57
H -1.88 -0.78 1.30
H -2.71 0.27 0.56
O -0.30 5.39 -1.82
H -0.56 6.29 -1.96
H -0.76 5.06 -2.61
O 2.52 -2.56 -4.68
H 1.80 -2.82 -5.16
H 3.07 -1.96 -5.13
O 0.78 0.98 1.92
H 1.59 0.76 1.30
H 0.36 0.13 1.68
O 2.87 -3.17 4.64
H 3.65 -2.90 5.20
H 3.00 -3.42 3.76
O 4.31 3.94 -0.66
H 4.01 3.94 0.23
H 3.74 3.28 -1.10
O 2.56 -0.08 -6.32
H 2.97 0.90 -6.24
H 1.81 0.40 -5.90

Frontier orbital gap = 9.823 eV
Energy above the lowest of the compared OMol25 structures with the same formula, charge and spin = 282.2 kcal/mol
E = -83193.5798 eV
Strongest force on any atom = 0.09943 Eh/bohr

Atomic partial charges in e from the Mulliken method, atoms 1 to 99:
1. H 0.344
2. H 0.186
3. O -0.328
4. H 0.301
5. H 0.287
6. O -0.730
7. H 0.240
8. H 0.015
9. O -0.108
10. H 0.316
11. H 0.223
12. O -0.541
13. H 0.243
14. H 0.241
15. O -0.490
16. H 0.181
17. O -0.468
18. H 0.401
19. O -0.651
20. H 0.134
21. H 0.369
22. O -0.466
23. H 0.291
24. H 0.293
25. O -0.611
26. H 0.263
27. H 0.307
28. O -0.638
29. H 0.125
30. H 0.397
31. O -0.324
32. H 0.295
33. O -0.603
34. H 0.173
35. H 0.514
36. O -0.604
37. H 0.316
38. H 0.193
39. O -0.559
40. H 0.270
41. H 0.302
42. O -0.590
43. H 0.258
44. H 0.288
45. O -0.630
46. H 0.379
47. H 0.274
48. O -0.613
49. H 0.079
50. H 0.164
51. O -0.372
52. H 0.306
53. O -0.706
54. H 0.312
55. H 0.294
56. O -0.723
57. H 0.345
58. O -0.590
59. H 0.312
60. H 0.342
61. O -0.674
62. H 0.301
63. H 0.295
64. O -0.594
65. H 0.115
66. H 0.040
67. O -0.175
68. H 0.267
69. H 0.253
70. O -0.504
71. H 0.244
72. H 0.186
73. O -0.487
74. H 0.209
75. H 0.160
76. O -0.329
77. H 0.208
78. H 0.233
79. O -0.547
80. H 0.336
81. H 0.249
82. O -0.564
83. H 0.331
84. H 0.304
85. O -0.654
86. H 0.315
87. H 0.343
88. O -0.601
89. H 0.294
90. O -0.509
91. H 0.180
92. H 0.312
93. O -0.267
94. H 0.249
95. H 0.317
96. H 0.225
97. H 0.273
98. H 0.305
99. H 0.244

***

The records above give, respectively, highest occupied orbital energy values of -8.574; -10.376 eV.